C3H8NO | wB97M-V/def2-TZVPD

## Properties
Max |F|, eV/A: 1.7
Highest occupied orbital energy, hartree: -0.092
Kohn-Sham gap, eV: 6.88
ΔE to the lowest compared entry with this formula, charge and spin, kcal/mol: 16.5

```
! wB97M-V def2-TZVPD RIJCOSX def2/J DEFGRID3
* xyz -1 1
C 0.571 0.392 -0.031
N -0.636 -0.194 0.576
C -1.902 0.043 -0.415
O -1.951 1.046 -1.228
C 1.794 -0.489 0.238
H 0.717 1.430 0.298
H 0.377 0.613 -1.085
H -0.810 0.374 1.405
H -1.828 -0.980 -0.872
H -2.685 -0.018 0.386
H 2.570 0.020 0.815
H 1.455 -1.457 0.599
H 2.328 -0.779 -0.685
*
```